(1)
ORCA calculation (ωB97M-V with the def2-TZVPD basis set) on 5 unconnected molecules or ions with the total composition C26H28F5N2O4PS.

Geometry as ORCA input:
```
! RIJCOSX wB97M-V def2-TZVPD def2/J DEFGRID3
* xyz 0 1
N 0.0841 1.5599 -2.4804
P 0.5216 0.3977 -1.4613
O 0.5347 1.1689 0.0583
O 2.1244 -0.0015 -1.9186
N -0.5693 -0.9966 -1.5365
C -0.2994 -2.0461 -0.5434
F -1.2793 -3.0630 -0.5139
F -0.3989 -1.4884 0.7597
C 1.1398 -2.7214 -0.5818
F 1.4638 -3.3725 -1.7630
F 1.1160 -3.7481 0.4443
S -0.7576 -1.5438 -3.1430
O -0.9692 -2.9899 -3.3489
O 0.3351 -1.1083 -4.0787
F -2.1383 -0.7789 -3.7219
H -0.7676 1.2921 -2.9902
H 0.1251 2.0576 -0.0424
H 2.6426 0.0227 -1.0746
H 1.9367 -1.9835 -0.2338
C 5.1223 -1.6583 3.2183
C 3.9874 -2.0232 2.5020
C 3.9609 -3.2245 1.7988
C 5.0709 -4.0638 1.8207
C 6.2044 -3.7004 2.5399
C 6.2320 -2.4961 3.2354
H 5.1419 -0.7206 3.7631
H 3.1209 -1.3692 2.4913
H 3.0758 -3.4972 1.2338
H 5.0513 -5.0018 1.2768
H 7.0680 -4.3563 2.5577
H 7.1180 -2.2109 3.7914
C -1.0254 4.3392 -1.5610
C -0.3491 4.8474 -0.4561
C -0.7311 6.0657 0.0962
C -1.7967 6.7724 -0.4508
C -2.4759 6.2636 -1.5532
C -2.0881 5.0498 -2.1109
H -0.7231 3.3881 -1.9928
H 0.4796 4.2930 -0.0243
H -0.1990 6.4640 0.9532
H -2.0978 7.7198 -0.0176
H -3.3080 6.8145 -1.9784
H -2.6145 4.6564 -2.9735
C 1.6129 1.0635 3.0997
C 2.0709 2.3479 2.8254
C 2.5263 3.1603 3.8585
C 2.5329 2.6842 5.1657
C 2.0784 1.3984 5.4396
C 1.6145 0.5893 4.4078
H 1.2550 0.4322 2.2945
H 2.0722 2.7166 1.8050
H 2.8771 4.1639 3.6451
H 2.8924 3.3157 5.9705
H 2.0852 1.0270 6.4586
H 1.2552 -0.4111 4.6224
C -5.4896 -1.7848 -3.6249
C -6.8801 -1.8140 -3.6287
C -7.5526 -2.9881 -3.3069
C -6.8340 -4.1312 -2.9717
C -5.4435 -4.1009 -2.9644
C -4.7710 -2.9293 -3.2950
H -4.9654 -0.8700 -3.8792
H -7.4404 -0.9209 -3.8836
H -8.6366 -3.0125 -3.3164
H -7.3582 -5.0455 -2.7161
H -4.8833 -4.9917 -2.7014
H -3.6872 -2.9078 -3.2945
*
```

## Properties
Largest force on an atom = 8.058 eV/A
SMILES string = N=P(O)(O)N(C(F)(F)C(F)F)S(=O)(=O)F.c1ccccc1.c1ccccc1.c1ccccc1.c1ccccc1
LUMO = -1.5 eV



(2)
ORCA calculation (ωB97M-V with the def2-TZVPD basis set) on a molecular structure, C26H28N10O4SSeY.

Geometry as ORCA input:
```
! RIJCOSX wB97M-V def2-TZVPD def2/J DEFGRID3
* xyz 1 1
Y -0.6652 0.6352 0.4711
N -3.2561 0.6469 0.4462
C -4.0282 -0.1491 -0.5259
C -3.1335 -0.6675 -1.6387
N -1.8615 -1.2096 -1.1193
C -2.0459 -2.5042 -0.4287
C -2.2439 -2.3674 1.0700
N -1.0989 -1.6745 1.6583
H -3.5336 1.6268 0.4541
H -3.4730 0.3678 1.3992
H -4.5065 -0.9804 -0.0064
H -4.8457 0.4296 -0.9604
H -3.6729 -1.4252 -2.2214
H -2.8890 0.1415 -2.3185
H -1.2641 -1.3531 -1.9240
H -2.8862 -3.0583 -0.8638
H -1.1537 -3.1091 -0.6094
H -3.1390 -1.7968 1.3022
H -2.4043 -3.3628 1.4987
H -1.3130 -1.3094 2.5828
H -0.3148 -2.3114 1.7445
S 4.9439 -4.0052 3.9616
N 4.3943 -2.5433 4.3657
C 3.6375 -2.1262 3.3605
C 2.9649 -0.8436 3.2886
C 3.1135 0.1515 4.2603
C 2.4889 1.3584 4.0618
C 1.7038 1.5352 2.9198
N 1.5204 0.5864 2.0118
C 2.1636 -0.5829 2.1755
C 2.0583 -1.5621 1.0786
N 1.2819 -1.2271 0.0317
C 1.2864 -2.0301 -1.0226
C 1.9871 -3.2330 -1.0834
C 2.7202 -3.6200 0.0155
C 2.7722 -2.7679 1.1171
C 3.5515 -3.0572 2.3051
N 4.2345 -4.1724 2.5221
H 3.7206 -0.0355 5.1354
H 2.5771 2.1702 4.7683
H 1.1889 2.4696 2.7476
H 0.7121 -1.7033 -1.8812
H 1.9420 -3.8396 -1.9763
H 3.2683 -4.5524 0.0335
N -0.4395 0.8465 -3.0949
C 0.9044 0.9655 -2.6739
C 1.9302 0.7751 -3.6024
C 3.2317 0.9335 -3.1799
C 3.4774 1.2985 -1.8612
C 2.4000 1.4374 -1.0146
N 1.1287 1.2424 -1.3962
C -1.3250 1.9125 -2.7785
C -1.9393 2.6194 -3.8086
C -2.7926 3.6524 -3.4696
C -2.9740 3.9693 -2.1318
C -2.3214 3.2112 -1.1798
N -1.5421 2.1649 -1.4938
H -0.4765 0.6462 -4.0866
H 1.6993 0.5360 -4.6317
H 4.0470 0.8006 -3.8779
H 4.4781 1.4700 -1.4946
H 2.5364 1.6913 0.0284
H -1.7335 2.3763 -4.8421
H -3.2875 4.2224 -4.2444
H -3.6051 4.7900 -1.8249
H -2.4139 3.4223 -0.1207
O -0.8069 3.0979 3.9081
Se -1.5543 2.5000 2.6209
O -3.0558 2.9761 2.2492
O -1.4661 0.8151 2.5732
O -0.6022 2.6885 1.2207
*
```

## Properties
ΔE to the lowest compared entry with this formula, charge and spin = 0.0 kcal per mole
Largest force on an atom = 0.839 eV/A
LUMO = -3.2 eV



(3)
ORCA calculation (ωB97M-V with the def2-TZVPD basis set) on a molecular structure, C26H28N4O11P2S.

Geometry as ORCA input:
```
! RIJCOSX wB97M-V def2-TZVPD def2/J DEFGRID3
* xyz 0 1
C 0.3591 -2.8137 2.5381
C 0.1921 -4.2011 1.8623
O 1.4351 -4.5077 1.2503
C 1.2941 -5.3169 0.0966
C 0.6525 -4.6072 -1.1280
C 0.9802 -3.0873 -1.2038
C -0.0217 -2.4589 -2.2037
C 0.3454 -1.0289 -2.6796
C 0.7419 -0.0751 -1.5644
C 2.0444 0.2811 -1.2530
P 3.4261 -0.4570 -2.2327
O 4.7202 0.2418 -2.0883
C 2.3215 1.2360 -0.1864
O 3.6558 1.6107 0.0923
C 3.9838 2.6007 -0.7253
N 4.3899 3.2195 -1.6251
C 1.3768 1.8380 0.5638
P 1.7352 3.0814 1.8708
N 2.3874 4.3958 1.2624
C -0.0024 1.5068 0.3017
N -1.0470 2.0094 0.9199
S -2.3426 1.2901 0.2306
N -1.5924 0.3818 -0.8652
C -0.2774 0.5515 -0.7677
H 1.3469 -2.8216 3.0227
H -0.4509 -2.6283 3.2559
H 0.3453 -2.0213 1.7741
H -0.0638 -4.9744 2.6121
H -0.6507 -4.1260 1.1536
H 2.2824 -5.7162 -0.1807
H 0.6609 -6.1958 0.3375
H -0.4458 -4.6583 -1.0208
H 0.9413 -5.1316 -2.0521
H 2.0221 -2.9988 -1.5563
H 0.9543 -2.6211 -0.2107
H 0.0056 -3.1013 -3.0998
H -1.0272 -2.5528 -1.7880
H 1.1146 -0.9934 -3.4596
H -0.5657 -0.6022 -3.1392
H 3.5765 -1.8265 -1.9140
H 2.9922 -0.3996 -3.5827
H 2.6190 2.5396 2.8399
H 0.5324 3.4707 2.4989
H 2.4974 4.3258 0.2550
C 1.8618 9.3786 3.0863
C 1.4017 9.7619 4.2813
C 0.7254 8.8007 5.2083
O 0.3426 9.2031 6.2931
C 0.5522 7.4258 4.7655
C 1.0087 7.0332 3.5664
C 1.7117 7.9929 2.6458
O 2.1230 7.5964 1.5774
O 0.8595 5.7788 3.1401
O 1.5187 11.0212 4.7174
H 2.3528 10.0644 2.4103
H 0.0468 6.7479 5.4389
H 1.2805 5.7320 2.2382
H 1.1097 11.0307 5.6031
C -4.0563 -5.1078 -1.8136
C -5.2735 -5.6536 -1.9315
C -6.0335 -5.6075 -3.2238
O -7.1264 -6.1355 -3.2795
C -5.4213 -4.9229 -4.3558
C -4.2067 -4.3751 -4.2353
C -3.4370 -4.4454 -2.9514
O -2.3260 -3.9445 -2.9033
O -3.6139 -3.7381 -5.2480
O -5.8749 -6.2666 -0.9133
H -3.4980 -5.1366 -0.8882
H -5.9852 -4.8806 -5.2770
H -2.7513 -3.4400 -4.9042
H -6.7359 -6.5713 -1.2588
*
```

## Properties
Largest force on an atom = 2.356 eV/A
LUMO = -2.0 eV



(4)
ORCA calculation (ωB97M-V with the def2-TZVPD basis set) on a molecular structure, C26H29AsBCsN11S4.

Geometry as ORCA input:
```
! RIJCOSX wB97M-V def2-TZVPD def2/J DEFGRID3
* xyz -2 2
Cs 2.0607 0.5077 -1.2104
C 0.2223 3.9603 0.6539
C -0.5776 3.2019 -0.3615
C -0.7641 3.4820 -1.7335
C -1.5358 2.4387 -2.1869
N -1.7735 1.6133 -1.1475
N -1.1825 2.0746 -0.0149
B -2.5332 0.2712 -1.1848
N -2.0550 -0.5026 -2.4373
C -2.7166 -0.7433 -3.5936
C -1.8034 -1.2203 -4.5080
C -0.5720 -1.2213 -3.8116
C 0.7960 -1.6162 -4.2886
N -0.7390 -0.7867 -2.5727
N -2.3281 -0.4750 0.1494
C -2.9906 -0.1821 1.2893
C -2.4112 -0.8982 2.3090
C -1.3678 -1.6191 1.6824
C -0.3878 -2.5693 2.3089
N -1.3067 -1.3445 0.3898
N -4.0802 0.4689 -1.3505
C -4.9887 -0.5208 -1.2618
C -6.2355 0.0255 -1.4633
C -5.9799 1.3973 -1.6681
C -6.9647 2.4998 -1.9168
N -4.6832 1.6600 -1.6015
H -0.0309 5.0225 0.6498
H 0.0113 3.5676 1.6493
H 1.2978 3.8796 0.4730
H -0.3679 4.3066 -2.3042
H -1.9185 2.2126 -3.1717
H -3.7733 -0.5504 -3.6846
H -1.9900 -1.5184 -5.5281
H 0.7303 -2.2794 -5.1526
H 1.4064 -0.7550 -4.5693
H 1.3381 -2.1414 -3.5017
H -3.8104 0.5209 1.2913
H -2.6947 -0.9098 3.3508
H -0.7853 -2.9738 3.2441
H -0.1767 -3.4041 1.6374
H 0.5620 -2.0756 2.5294
H -4.6771 -1.5346 -1.0582
H -7.1868 -0.4838 -1.4610
H -7.9391 2.0938 -2.1938
H -7.1031 3.1212 -1.0295
H -6.6222 3.1490 -2.7232
N 3.8234 -1.2536 3.7612
C 3.2515 0.0221 3.6385
C 3.9500 1.1177 4.1538
C 3.3823 2.3675 4.0443
C 2.1567 2.5073 3.4057
C 1.5499 1.3585 2.9304
N 2.0606 0.1319 3.0744
C 3.7325 -2.3059 2.8345
C 4.4377 -3.4889 3.0882
C 4.3868 -4.4928 2.1428
C 3.6355 -4.3166 0.9853
C 2.9762 -3.1102 0.8482
N 3.0141 -2.1275 1.7469
H 4.6560 -1.2785 4.3226
H 4.9317 0.9863 4.5939
H 3.9127 3.2353 4.4180
H 1.7085 3.4769 3.2369
H 0.6058 1.4113 2.3891
H 5.0165 -3.6005 3.9986
H 4.9419 -5.4098 2.3014
H 3.5893 -5.0664 0.2075
H 2.3795 -2.8991 -0.0310
S 4.0596 1.0068 -3.9772
As 5.2731 0.7825 -2.2269
S 4.9880 -1.1737 -1.3790
S 4.7819 2.2902 -0.7776
S 7.4268 0.6799 -2.6468
*
```

## Properties
ΔE to the lowest compared entry with this formula, charge and spin = 23.4 kcal per mole
Largest force on an atom = 1.049 eV/A
LUMO (alpha / beta) = 3.8 / 3.4 eV
Expectation value of S² = 0.759



Question: Among the records above, which one has the highest largest force on an atom?
Answer: C26H28F5N2O4PS



Question: The lowest largest force on an atom belongs to which entry?
Answer: C26H28N10O4SSeY



Please write out number 4 again, unchanged.
ORCA calculation (ωB97M-V with the def2-TZVPD basis set) on a molecular structure, C26H29AsBCsN11S4.

Geometry as ORCA input:
```
! RIJCOSX wB97M-V def2-TZVPD def2/J DEFGRID3
* xyz -2 2
Cs 2.0607 0.5077 -1.2104
C 0.2223 3.9603 0.6539
C -0.5776 3.2019 -0.3615
C -0.7641 3.4820 -1.7335
C -1.5358 2.4387 -2.1869
N -1.7735 1.6133 -1.1475
N -1.1825 2.0746 -0.0149
B -2.5332 0.2712 -1.1848
N -2.0550 -0.5026 -2.4373
C -2.7166 -0.7433 -3.5936
C -1.8034 -1.2203 -4.5080
C -0.5720 -1.2213 -3.8116
C 0.7960 -1.6162 -4.2886
N -0.7390 -0.7867 -2.5727
N -2.3281 -0.4750 0.1494
C -2.9906 -0.1821 1.2893
C -2.4112 -0.8982 2.3090
C -1.3678 -1.6191 1.6824
C -0.3878 -2.5693 2.3089
N -1.3067 -1.3445 0.3898
N -4.0802 0.4689 -1.3505
C -4.9887 -0.5208 -1.2618
C -6.2355 0.0255 -1.4633
C -5.9799 1.3973 -1.6681
C -6.9647 2.4998 -1.9168
N -4.6832 1.6600 -1.6015
H -0.0309 5.0225 0.6498
H 0.0113 3.5676 1.6493
H 1.2978 3.8796 0.4730
H -0.3679 4.3066 -2.3042
H -1.9185 2.2126 -3.1717
H -3.7733 -0.5504 -3.6846
H -1.9900 -1.5184 -5.5281
H 0.7303 -2.2794 -5.1526
H 1.4064 -0.7550 -4.5693
H 1.3381 -2.1414 -3.5017
H -3.8104 0.5209 1.2913
H -2.6947 -0.9098 3.3508
H -0.7853 -2.9738 3.2441
H -0.1767 -3.4041 1.6374
H 0.5620 -2.0756 2.5294
H -4.6771 -1.5346 -1.0582
H -7.1868 -0.4838 -1.4610
H -7.9391 2.0938 -2.1938
H -7.1031 3.1212 -1.0295
H -6.6222 3.1490 -2.7232
N 3.8234 -1.2536 3.7612
C 3.2515 0.0221 3.6385
C 3.9500 1.1177 4.1538
C 3.3823 2.3675 4.0443
C 2.1567 2.5073 3.4057
C 1.5499 1.3585 2.9304
N 2.0606 0.1319 3.0744
C 3.7325 -2.3059 2.8345
C 4.4377 -3.4889 3.0882
C 4.3868 -4.4928 2.1428
C 3.6355 -4.3166 0.9853
C 2.9762 -3.1102 0.8482
N 3.0141 -2.1275 1.7469
H 4.6560 -1.2785 4.3226
H 4.9317 0.9863 4.5939
H 3.9127 3.2353 4.4180
H 1.7085 3.4769 3.2369
H 0.6058 1.4113 2.3891
H 5.0165 -3.6005 3.9986
H 4.9419 -5.4098 2.3014
H 3.5893 -5.0664 0.2075
H 2.3795 -2.8991 -0.0310
S 4.0596 1.0068 -3.9772
As 5.2731 0.7825 -2.2269
S 4.9880 -1.1737 -1.3790
S 4.7819 2.2902 -0.7776
S 7.4268 0.6799 -2.6468
*
```

## Properties
ΔE to the lowest compared entry with this formula, charge and spin = 23.4 kcal per mole
Largest force on an atom = 1.049 eV/A
LUMO (alpha / beta) = 3.8 / 3.4 eV
Expectation value of S² = 0.759